Formula: CH6N2O
Source: the OMol25 dataset
Level of theory: ωB97M-V/def2-TZVPD

Element x y z (Å)
N1 -0.879 1.237 1.133
C1 -0.960 0.900 -0.191
N2 -0.359 -0.080 -0.737
H1 0.009 0.927 1.516
H2 -1.595 1.441 1.800
H3 -1.752 1.546 -0.618
H4 -1.028 -0.627 -1.270
H5 1.421 -1.822 -0.432
H6 2.852 -1.378 -0.491
O1 2.292 -2.144 -0.711

Computed properties:
Energy relative to the best compared isomer or geometry (same formula, charge and spin): 1.761 eV
SMILES: [H]/N=C/N.O
E_HOMO: -9.171 eV

---

Formula: C6H10
Source: the OMol25 dataset
Level of theory: ωB97M-V/def2-TZVPD

Element x y z (Å)
C1 0.655 1.028 2.041
C2 0.366 0.873 0.570
C3 0.297 2.006 -0.127
C4 -0.774 -2.034 -1.684
C5 -0.766 -0.865 -0.764
C6 0.363 -0.443 -0.135
H1 0.154 1.841 2.547
H2 0.146 0.053 2.398
H3 1.697 0.935 2.406
H4 0.693 2.980 0.166
H5 -0.001 2.097 -1.164
H6 0.182 -2.329 -2.133
H7 -1.348 -1.671 -2.546
H8 -1.227 -2.886 -1.174
H9 -1.676 -0.508 -0.324
H10 1.238 -1.078 -0.078

Computed properties:
Energy relative to the best compared isomer or geometry (same formula, charge and spin): 1.922 eV
SMILES: C=C(C)/C=C/C
E_HOMO: -8.662 eV

---

Formula: C5H3FO2
Source: the OMol25 dataset
Level of theory: ωB97M-V/def2-TZVPD

Element x y z (Å)
C1 0.920 1.109 -0.143
C2 0.629 0.477 1.024
C3 -0.280 -0.637 0.979
C4 -0.986 -0.910 -0.113
C5 -0.464 -0.480 -1.364
H1 1.128 0.989 1.774
H2 -0.343 -1.179 1.850
H3 -1.631 -1.769 -0.274
O1 -0.989 -0.624 -2.443
O2 0.391 0.750 -1.240
F1 1.626 2.274 -0.052

Computed properties:
Energy relative to the best compared isomer or geometry (same formula, charge and spin): 1.195 eV
SMILES: O=c1cccc(F)o1
E_HOMO: -9.161 eV

---

Formula: C5H14
Source: the OMol25 dataset
Level of theory: ωB97M-V/def2-TZVPD

Element x y z (Å)
C1 -1.135 -0.263 0.940
C2 0.277 -0.407 1.510
C3 -1.763 1.126 1.151
H1 -1.212 -0.404 -0.138
H2 -1.799 -0.956 1.469
H3 0.223 -0.054 2.538
H4 -1.353 1.859 0.448
H5 -2.793 1.079 0.744
H6 0.928 0.299 0.998
H7 0.507 -1.467 1.392
H8 -1.871 1.509 2.163
C4 1.311 0.488 -1.604
C5 1.238 -1.073 -1.619
H9 2.242 0.817 -1.133
H10 1.462 0.844 -2.626
H11 0.414 0.833 -1.111
H12 0.457 -1.277 -2.368
H13 0.789 -1.369 -0.683
H14 2.077 -1.586 -2.073

Computed properties:
Spin multiplicity: 2
Energy relative to the best compared isomer or geometry (same formula, charge and spin): 0.678 eV
<S²>: 0.750
Net charge: -1
E_HOMO (alpha / beta): 1.557 / -7.623 eV

---

Formula: C30H19Br2IrN7O8
Source: the OMol25 dataset
Level of theory: ωB97M-V/def2-TZVPD

Element x y z (Å)
Ir1 0.804 -0.417 0.143
O1 -2.747 2.921 2.470
C1 -1.546 3.385 2.804
C2 -1.519 4.471 3.684
C3 -0.321 5.011 4.079
C4 0.903 4.496 3.616
C5 0.900 3.437 2.758
C6 -0.319 2.853 2.328
C7 -0.279 1.731 1.451
O2 0.928 1.290 1.051
N1 -1.390 1.142 1.004
N2 -1.100 0.079 0.238
C8 -1.950 -0.703 -0.332
C9 -1.356 -1.815 -1.066
C10 -2.098 -2.748 -1.767
C11 -1.434 -3.762 -2.443
C12 -0.048 -3.818 -2.405
C13 0.644 -2.864 -1.685
N3 0.009 -1.887 -1.031
H1 -2.669 2.162 1.869
H2 -2.463 4.860 4.038
H3 -0.321 5.850 4.762
H4 1.835 4.937 3.941
H5 1.830 3.026 2.394
H6 -3.018 -0.540 -0.250
H7 -3.176 -2.677 -1.778
H8 -1.996 -4.505 -2.994
H9 0.497 -4.603 -2.909
H10 1.720 -2.889 -1.585
Br1 2.882 2.606 -5.431
C14 2.265 1.783 -3.882
C15 0.925 1.875 -3.520
C16 0.516 1.246 -2.367
N4 1.362 0.555 -1.588
C17 2.667 0.472 -1.924
C18 3.144 1.075 -3.072
C19 3.513 -0.273 -0.970
C20 4.878 -0.410 -1.112
C21 5.595 -1.084 -0.128
Br2 7.435 -1.288 -0.291
C22 4.920 -1.584 0.976
C23 3.553 -1.418 1.048
N5 2.855 -0.794 0.092
H11 0.217 2.427 -4.119
H12 -0.514 1.296 -2.043
H13 4.186 1.007 -3.344
H14 5.396 0.005 -1.963
H15 5.442 -2.098 1.771
H16 2.996 -1.798 1.889
O3 0.332 -1.355 1.826
C24 0.640 -2.637 2.010
O4 1.222 -3.301 1.179
C25 0.205 -3.163 3.333
C26 -0.445 -2.351 4.254
C27 -0.821 -2.895 5.465
C28 -0.580 -4.213 5.799
C29 0.068 -4.988 4.855
C30 0.467 -4.496 3.630
N6 0.347 -6.410 5.172
O5 -0.017 -6.812 6.250
O6 0.918 -7.055 4.320
N7 -1.514 -2.022 6.441
O7 -1.714 -0.874 6.102
O8 -1.824 -2.516 7.497
H17 -0.659 -1.313 4.049
H18 -0.883 -4.621 6.752
H19 0.971 -5.139 2.923

Computed properties:
Spin multiplicity: 2
Energy relative to the best compared isomer or geometry (same formula, charge and spin): 0.000 eV
<S²>: 0.755
Net charge: +2
E_HOMO (alpha / beta): -13.562 / -13.528 eV

---

Formula: C32H55CeCl2N4O4Si
Source: the OMol25 dataset
Level of theory: ωB97M-V/def2-TZVPD

Element x y z (Å)
C1 -2.106 -0.217 -5.673
C2 -1.715 -1.374 -4.764
H1 -1.171 0.368 -5.837
H2 -2.887 0.444 -5.267
H3 -2.400 -0.497 -6.703
C3 -0.868 -2.327 -5.170
C4 -0.045 -2.236 -6.401
H4 -0.660 -3.154 -4.486
H5 0.521 -1.303 -6.435
H6 -0.669 -2.263 -7.289
H7 0.663 -3.055 -6.485
Ce1 0.586 0.911 1.464
Cl1 -2.023 1.484 0.916
C5 -0.506 -2.326 1.363
O1 0.092 -1.270 1.060
N1 0.004 -3.211 2.207
C6 1.316 -2.916 2.801
C7 -0.831 -4.251 2.803
H8 -1.512 -2.536 0.976
H9 1.926 -2.374 2.066
H10 1.805 -3.864 3.071
H11 1.196 -2.293 3.706
H12 -1.843 -4.160 2.387
H13 -0.887 -4.140 3.898
H14 -0.440 -5.254 2.565
H15 1.478 3.844 5.761
H16 -0.773 5.109 5.760
C8 1.539 3.930 4.686
C9 -0.627 5.301 4.689
N2 0.223 4.246 4.118
H17 1.911 2.984 4.276
C10 -0.035 3.746 2.917
O2 0.868 3.067 2.285
H18 -1.597 5.285 4.166
H19 -1.048 3.850 2.476
H20 2.263 4.713 4.464
H21 -0.133 6.276 4.554
H22 1.018 0.166 -3.465
H23 2.184 -2.764 -3.623
C11 2.097 0.055 -3.262
C12 2.948 -2.257 -3.018
N3 2.396 -1.070 -2.363
H24 2.515 1.006 -2.912
C13 2.408 -1.119 -1.001
O3 2.363 -0.188 -0.176
H25 3.299 -2.943 -2.238
H26 2.516 -2.166 -0.653
H27 2.570 -0.206 -4.218
H28 3.787 -1.967 -3.659
O4 -1.619 0.054 -2.951
C14 -2.041 -1.219 -3.218
C15 -0.388 -2.773 -1.949
C16 -1.722 -2.427 -2.187
H29 0.396 -2.093 -2.307
C17 -0.045 -3.952 -1.288
H30 -3.171 -1.310 -3.270
C18 -2.702 -3.106 -1.433
H31 1.013 -4.255 -1.240
C19 -1.056 -4.757 -0.754
C20 -2.377 -4.281 -0.760
H32 -3.727 -2.719 -1.368
H33 -0.803 -5.734 -0.347
H34 -3.147 -4.878 -0.271
Si1 -0.416 3.752 -2.178
Cl2 0.437 1.684 -0.897
C21 1.254 4.664 -1.974
C22 -1.655 4.594 -1.048
C23 -0.961 3.897 -3.937
H35 1.969 4.164 -1.298
H36 1.094 5.698 -1.601
H37 1.732 4.771 -2.967
H38 -0.200 3.541 -4.647
H39 -1.081 4.988 -4.073
H40 -1.928 3.405 -4.112
H41 -1.486 4.410 0.032
H42 -2.675 4.263 -1.314
H43 -1.597 5.694 -1.229
C24 -6.207 1.181 1.448
N4 -5.143 0.791 2.341
C25 -4.624 1.840 3.164
C26 -4.316 -0.304 1.932
C27 -3.223 -0.642 2.922
C28 -3.603 -1.488 3.980
C29 -2.726 -1.701 5.037
C30 -1.460 -1.123 5.031
C31 -1.051 -0.322 3.923
C32 -1.948 -0.154 2.900
H44 -6.891 1.863 1.983
H45 -6.767 0.297 1.099
H46 -5.821 1.720 0.554
H47 -4.302 1.452 4.139
H48 -3.764 2.341 2.686
H49 -5.436 2.568 3.312
H50 -5.000 -1.178 1.849
H51 -3.890 -0.114 0.923
H52 -4.588 -1.948 3.962
H53 -3.036 -2.326 5.874
H54 -0.757 -1.278 5.871
H55 -0.049 0.157 3.938

Computed properties:
Spin multiplicity: 2
<S²>: 0.753
E_HOMO (alpha / beta): -4.755 / -4.826 eV

---

Formula: C6H8N2
Source: the OMol25 dataset
Level of theory: ωB97M-V/def2-TZVPD

Element x y z (Å)
C1 1.884 -0.332 0.173
C2 1.285 1.022 -0.101
C3 -0.039 1.367 -0.165
C4 -1.082 0.603 0.451
C5 -2.045 -0.211 -0.405
C6 -0.088 -1.674 0.009
H1 2.897 -0.394 -0.363
H2 2.184 -0.214 1.221
H3 2.052 1.845 -0.354
H4 -0.273 2.453 -0.376
H5 -1.432 1.008 1.402
H6 -3.030 -0.183 -0.039
H7 -1.882 -0.280 -1.459
H8 -0.459 -2.667 -0.298
N1 -1.140 -0.835 0.478
N2 1.170 -1.510 -0.174

Computed properties:
Energy relative to the best compared isomer or geometry (same formula, charge and spin): 2.750 eV
SMILES: C1=C[C@H]2CN2C=NC1
E_HOMO: -8.817 eV

---

Formula: C5H9BrS2
Source: the OMol25 dataset
Level of theory: ωB97M-V/def2-TZVPD

Element x y z (Å)
C1 -1.439 0.615 1.062
C2 -0.617 -0.742 0.619
C3 -1.822 1.509 -0.040
C4 2.256 -1.006 -0.371
C5 1.903 -1.696 -1.414
S1 1.174 -0.575 1.063
S2 -0.276 2.528 -0.537
Br1 3.985 -0.132 -0.134
H1 -2.256 0.163 1.585
H2 -0.843 1.098 1.851
H3 -0.983 -1.500 1.188
H4 -0.642 -1.081 -0.498
H5 -2.109 0.921 -0.957
H6 -2.614 2.070 0.364
H7 0.986 -2.157 -1.558
H8 2.665 -1.585 -2.186
H9 0.631 1.570 -0.036

Computed properties:
Energy relative to the best compared isomer or geometry (same formula, charge and spin): 1.052 eV
SMILES: C=C(Br)SCCCS
E_HOMO: -8.829 eV

---

It is found that the largest force on an atom values, taken in the order of the records, are 3.3 3.7 4.8 2.5 0.3 4.7 3.8 4.2 eV/A.